No. 1
The following is a DFT calculation (the ωB97M-V functional and the def2-TZVPD basis) of 2 unconnected molecules or ions with the total composition C3H4O2.

The value obtained for the energy relative to the best compared isomer or geometry (same formula, charge and spin) is 808.5 kJ/mol. The orbital gap is 10.7 eV. Its lowest unoccupied orbital energy is 0.782 eV.

ORCA input file:
```
! wB97M-V def2-TZVPD RIJCOSX def2/J DEFGRID3
* xyz 0 1
C -2.358 0.724 -0.002
C -1.548 -0.267 -0.136
C 1.726 -0.777 -0.166
O 2.224 0.481 -0.002
O 0.923 0.244 0.394
H -1.336 1.238 0.180
H -3.303 1.084 0.336
H 1.605 -1.240 -1.133
H 2.066 -1.487 0.529
*
```

***

No. 2
The following is a DFT calculation (the ωB97M-V functional and the def2-TZVPD basis) of 2 unconnected molecules or ions with the total composition C6H8N2.

The value obtained for the energy relative to the best compared isomer or geometry (same formula, charge and spin) is 47.7 kJ/mol. The orbital gap is 9.2 eV. Its lowest unoccupied orbital energy is 0.876 eV. The SMILES is c1cc[nH]c1.CC#N.

ORCA input file:
```
! wB97M-V def2-TZVPD RIJCOSX def2/J DEFGRID3
* xyz 0 1
C 0.188 -1.714 -1.425
C 0.140 -0.352 -1.083
C -1.105 -0.089 -0.586
N -1.815 -1.254 -0.585
C -1.025 -2.273 -1.091
H 1.022 -2.247 -1.848
H 0.936 0.351 -1.273
H -1.627 0.786 -0.230
H -2.767 -1.318 -0.288
H -1.508 -3.218 -1.282
C 1.688 1.947 1.376
C 0.401 1.801 2.018
N -0.604 1.677 2.553
H 2.376 2.364 2.116
H 1.641 2.586 0.500
H 2.059 0.952 1.131
*
```

***

No. 3
The following is a DFT calculation (the ωB97M-V functional and the def2-TZVPD basis) of a molecular structure, C28H34N5O10Sr.

The orbital gap (alpha / beta) is 3.1 / 5.8 eV. Its lowest unoccupied orbital energy (alpha / beta) is -1.971 / -2.195 eV.

ORCA input file:
```
! wB97M-V def2-TZVPD RIJCOSX def2/J DEFGRID3
* xyz 0 2
N -14.605 -12.333 6.558
H -14.375 -13.285 6.806
H -15.342 -11.917 7.108
H -15.068 -12.318 5.661
H -13.833 -11.681 6.571
Sr -18.125 -9.975 6.304
C -20.952 -8.658 9.121
C -19.750 -8.100 8.454
O -19.851 -8.306 7.039
H -20.961 -8.496 10.198
H -20.830 -9.730 8.969
H -21.892 -8.382 8.643
H -18.785 -8.451 8.819
H -19.643 -7.037 8.669
C -16.933 -9.872 10.530
C -16.241 -10.905 9.580
O -16.654 -10.964 8.238
H -16.950 -10.119 11.591
H -17.904 -9.595 10.119
H -16.458 -8.892 10.480
H -16.621 -11.872 9.911
H -15.155 -10.970 9.645
C -17.310 -14.495 8.442
C -16.277 -14.926 9.308
C -16.475 -16.238 9.871
C -17.439 -17.149 9.318
C -18.359 -16.706 8.338
C -18.318 -15.324 7.941
N -17.497 -18.597 9.682
O -18.367 -19.396 9.146
O -16.733 -19.016 10.525
H -17.113 -13.519 8.025
H -15.480 -14.263 9.611
H -15.788 -16.722 10.549
H -19.172 -17.347 8.030
H -19.155 -14.992 7.345
C -16.997 -10.670 16.226
C -17.538 -11.232 15.042
C -18.924 -11.474 15.007
C -19.710 -11.107 16.060
C -19.189 -10.681 17.283
C -17.835 -10.469 17.342
N -21.172 -11.268 15.969
O -21.854 -10.998 16.991
O -21.697 -11.782 15.030
H -15.951 -10.489 16.426
H -16.922 -11.520 14.203
H -19.441 -11.721 14.092
H -19.872 -10.417 18.078
H -17.305 -10.063 18.191
C -13.680 -12.286 12.096
C -13.301 -13.353 12.872
C -12.116 -14.042 12.709
C -11.271 -13.675 11.664
C -11.626 -12.577 10.879
C -12.918 -11.908 11.008
N -9.994 -14.384 11.496
O -9.650 -14.636 10.310
O -9.371 -14.686 12.503
H -14.650 -11.855 12.296
H -13.922 -13.545 13.734
H -11.897 -14.824 13.421
H -11.001 -12.283 10.049
H -12.967 -11.076 10.321
C -13.347 -5.900 10.622
C -12.480 -6.757 9.938
C -12.990 -7.536 8.928
C -14.309 -7.431 8.457
C -15.199 -6.592 9.168
C -14.662 -5.838 10.207
N -14.680 -8.214 7.302
O -15.864 -8.410 7.132
O -13.816 -8.810 6.631
H -12.906 -5.238 11.352
H -11.494 -6.853 10.368
H -12.444 -8.398 8.574
H -16.190 -6.295 8.857
H -15.258 -5.022 10.589
*
```

***

No. 4
The following is a DFT calculation (the ωB97M-V functional and the def2-TZVPD basis) of a molecular structure, C4H3N3S.

The value obtained for the energy relative to the best compared isomer or geometry (same formula, charge and spin) is 410.1 kJ/mol. The orbital gap (alpha / beta) is 6.7 / 6.2 eV. Its lowest unoccupied orbital energy (alpha / beta) is -1.671 / -1.963 eV.

ORCA input file:
```
! wB97M-V def2-TZVPD RIJCOSX def2/J DEFGRID3
* xyz 0 1
C 0.768 0.023 -0.788
C 1.305 1.307 -0.797
C -0.188 -0.256 0.237
C -0.971 -1.516 0.431
N 1.226 2.194 0.067
N -1.813 -1.376 1.389
N -0.514 0.678 1.055
S -1.745 0.112 1.990
H 0.809 -0.569 -1.597
H 1.819 1.710 -1.807
H -0.695 -2.307 -0.181
*
```

***

No. 5
The following is a DFT calculation (the ωB97M-V functional and the def2-TZVPD basis) of C3H4Cl2S in the gas phase.

The value obtained for the energy relative to the best compared isomer or geometry (same formula, charge and spin) is 113.5 kJ/mol. The orbital gap is 8.5 eV. Its lowest unoccupied orbital energy is -0.340 eV. The SMILES is CC(=S)C(Cl)Cl.

ORCA input file:
```
! wB97M-V def2-TZVPD RIJCOSX def2/J DEFGRID3
* xyz 0 1
C 0.825 0.733 -0.825
C -0.252 -0.212 -0.686
S -1.249 -0.935 -1.701
C -0.561 -0.606 1.135
Cl -1.884 -1.659 1.222
Cl -0.752 0.908 2.030
H 1.077 1.067 -1.895
H 1.837 0.324 -0.461
H 0.676 1.648 -0.258
H 0.285 -1.269 1.437
*
```

***

No. 6
The following is a DFT calculation (the ωB97M-V functional and the def2-TZVPD basis) of a molecular structure, C23H39Cl2N6O3Tl.

The value obtained for the energy relative to the best compared isomer or geometry (same formula, charge and spin) is 0.0 kJ/mol. The orbital gap (alpha / beta) is 7.7 / 5.3 eV. Its lowest unoccupied orbital energy (alpha / beta) is -0.034 / -2.214 eV.

ORCA input file:
```
! wB97M-V def2-TZVPD RIJCOSX def2/J DEFGRID3
* xyz 0 1
O -0.061 1.317 -1.991
C -0.922 1.798 -2.702
C -0.726 2.053 -4.159
C 0.469 2.712 -4.431
H 1.064 3.025 -3.562
C 0.770 2.972 -5.767
H 1.670 3.560 -5.971
C -0.013 2.429 -6.791
H 0.227 2.637 -7.843
C -1.215 1.740 -6.514
H -1.837 1.389 -7.345
C -1.540 1.512 -5.185
H -2.430 0.933 -4.966
H -2.848 1.747 -3.001
C -2.846 3.460 -1.759
C -2.444 1.939 -2.084
H -3.705 3.438 -0.976
H -3.007 4.080 -2.698
H -1.965 3.944 -1.282
C -3.064 0.881 -1.351
C -3.509 0.968 0.100
H -3.196 -0.117 -1.882
H -4.545 1.297 0.396
H -2.824 1.320 0.902
H -3.534 -0.108 0.284
Tl 1.310 -0.312 -0.669
Cl 2.709 1.993 -0.118
Cl 0.014 -1.873 -2.312
H 4.526 -0.211 -3.789
H 5.804 1.490 -2.631
C 3.822 -0.192 -2.950
C 5.354 1.273 -1.649
N 4.663 -0.010 -1.759
H 3.262 -1.124 -2.874
C 4.583 -0.793 -0.643
O 3.654 -1.612 -0.446
H 6.113 1.110 -0.879
H 5.511 -0.559 -0.003
H 3.126 0.651 -3.032
H 4.628 2.049 -1.313
H -1.709 -6.290 0.820
H 0.002 -5.971 -1.366
C -2.206 -5.412 0.406
C -0.731 -5.206 -1.568
N -1.293 -4.631 -0.385
H -2.576 -4.770 1.201
C -0.896 -3.434 0.059
O -1.350 -2.854 1.040
H -0.264 -4.455 -2.185
H -0.104 -2.958 -0.581
H -3.012 -5.761 -0.236
H -1.491 -5.694 -2.156
C 0.133 1.305 2.609
N 0.624 -0.044 2.126
C -0.116 -1.043 2.965
N 0.170 -0.918 4.419
C -0.259 0.464 4.813
N 0.428 1.567 4.031
C 1.883 1.410 4.300
N 2.394 0.060 3.897
C 2.052 -0.144 2.482
C 1.608 -0.994 4.659
H -0.957 1.332 2.449
H 0.628 2.047 1.991
H 0.187 -2.033 2.633
H -1.196 -0.890 2.799
H -0.022 0.601 5.872
H -1.344 0.562 4.689
H 2.408 2.146 3.678
H 2.056 1.534 5.384
H 2.438 -1.112 2.164
H 2.596 0.586 1.891
H 1.802 -0.835 5.727
H 1.971 -1.969 4.319
*
```

***

No. 7
The following is a DFT calculation (the ωB97M-V functional and the def2-TZVPD basis) of a molecular structure, C12H30ClFNbO6S2.

The orbital gap is 5.4 eV. Its lowest unoccupied orbital energy is 2.216 eV.

ORCA input file:
```
! wB97M-V def2-TZVPD RIJCOSX def2/J DEFGRID3
* xyz -1 1
C 0.889 -0.036 -1.130
C 1.789 -0.345 -0.067
C 1.498 -1.579 0.722
Nb 2.313 -1.530 2.814
F 2.986 -1.570 4.720
C 0.821 -3.269 3.190
Cl -0.629 -2.726 4.135
C 1.532 -4.450 3.853
C 2.151 -5.368 2.799
H -0.003 0.533 -0.897
H 1.038 -0.408 -2.133
H 2.633 0.281 0.184
H 0.416 -1.645 0.763
H 1.902 -2.468 0.206
H 1.084 -0.267 3.369
H 3.408 -0.117 2.403
H 3.699 -2.674 2.399
H 0.455 -3.620 2.229
H 0.873 -5.044 4.483
H 2.358 -4.063 4.446
H 1.417 -6.044 2.366
H 2.875 -5.997 3.314
H 2.688 -4.807 2.044
O -1.951 -1.389 -1.656
S -3.374 -1.394 -1.556
O -4.128 -2.582 -1.818
O -3.955 -0.205 -2.455
C -3.534 -0.148 -3.827
C -4.263 -1.157 -4.695
C -3.851 -0.742 0.008
H -2.452 -0.278 -3.892
H -3.760 0.862 -4.164
H -3.983 -2.177 -4.434
H -4.021 -0.995 -5.746
H -5.342 -1.070 -4.561
H -3.309 0.185 0.180
H -3.585 -1.481 0.760
H -4.925 -0.575 0.006
O 0.199 3.066 0.195
S 0.482 4.458 0.310
O -0.461 5.440 -0.135
O 1.893 4.743 -0.376
C 2.075 4.271 -1.725
C 1.398 5.168 -2.744
C 0.962 4.827 1.963
H 1.729 3.239 -1.810
H 3.151 4.266 -1.893
H 0.314 5.120 -2.653
H 1.670 4.861 -3.754
H 1.693 6.208 -2.597
H 1.711 4.105 2.278
H 0.072 4.746 2.582
H 1.354 5.840 1.996
*
```

***

No. 8
The following is a DFT calculation (the ωB97M-V functional and the def2-TZVPD basis) of C5H3N3 in the gas phase.

The value obtained for the energy relative to the best compared isomer or geometry (same formula, charge and spin) is 251.4 kJ/mol. The orbital gap is 9.2 eV. Its lowest unoccupied orbital energy is -0.942 eV. The SMILES is N#Cc1cnccn1.

ORCA input file:
```
! wB97M-V def2-TZVPD RIJCOSX def2/J DEFGRID3
* xyz 0 1
N 3.136 1.240 -1.224
C 2.184 0.508 -0.771
C 0.868 0.040 -0.339
C -0.002 1.008 -0.317
N -1.278 0.790 -0.024
C -1.653 -0.386 0.523
C -0.570 -1.302 0.763
N 0.587 -1.256 -0.032
H 0.062 2.133 -0.240
H -2.669 -0.450 0.600
H -0.665 -2.326 1.061
*
```